No. 1
The following is a quantum chemistry calculation of the molecule C6H9NOS2, from OMol25.

Geometry as XYZ:
```
19
Properties=species:S:1:pos:R:3:mulliken_charge:R:1
C 1.9828 -0.2960 1.0600 -0.9656
C 1.0561 -0.6881 0.1896 0.6729
C 1.1646 -1.9910 -0.5360 -1.2838
C -0.1376 0.0953 -0.0414 0.5265
N -0.8765 0.6170 0.8853 -0.7448
C -1.9754 1.3284 0.2417 0.6484
S -3.5556 0.8295 0.9253 -0.2319
S -1.7271 3.1773 0.5673 -0.2544
C -1.8488 0.9877 -1.2468 -0.5375
O -0.5766 0.2102 -1.2423 -0.4269
H 2.7090 -1.0263 1.3583 0.3019
H 1.8632 0.5684 1.6964 0.3235
H 0.6613 -2.7141 0.0736 0.3010
H 2.2755 -2.2588 -0.5653 0.3344
H 0.7327 -2.0306 -1.4878 0.3743
H -4.0859 2.1137 0.9117 0.1661
H -0.4821 3.0154 1.3030 0.1672
H -2.6600 0.1743 -1.6414 0.2706
H -1.7067 1.8158 -1.8083 0.3581
```

The value obtained for the HOMO energy is -9.10 eV. The SMILES is C=C(C)C1=NC(S)(S)CO1.

***

No. 2
The following is a quantum chemistry calculation of a 2-piece molecular cluster, C6H9NOS2 overall, from OMol25.

Geometry as XYZ:
```
19
Properties=species:S:1:pos:R:3:mulliken_charge:R:1
C 1.8991 -0.8833 0.1806 -0.3829
C 2.7821 -0.1494 -0.6202 -0.3770
C 1.1152 0.0893 0.7948 0.8521
C -0.9642 -0.3189 -1.3508 -1.4660
C -0.0007 -0.0110 1.6281 -1.1600
C -1.7173 0.0662 -0.1256 0.4872
N 2.5626 1.1360 -0.5260 -0.4668
O 1.5278 1.3016 0.3467 -0.1238
S -2.9029 -1.1091 0.4266 -0.1975
S -2.2279 1.7539 0.0236 -0.1358
H 1.8416 -1.9429 0.3140 0.4307
H 3.5578 -0.5138 -1.2632 0.4406
H -0.4208 -1.2512 -1.1881 0.3610
H -1.6527 -0.4711 -2.1859 0.4077
H -0.2544 0.4585 -1.6317 0.3410
H -0.2440 -0.9746 2.0357 0.3249
H -0.3718 0.8605 2.1322 0.3737
H -3.4731 -0.3197 1.3393 0.1527
H -1.0564 2.2791 -0.3299 0.1381
```

The value obtained for the HOMO energy (spin up / spin down) is -7.27 / -7.51 eV.